{
  "formula": "C17H24N2O3",
  "method": "the ωB97M-V functional and the def2-TZVPD basis",
  "homo_lumo_gap_ev": 9.72,
  "multiplicity": 1,
  "lumo_energy_ha": 0.026,
  "max_force_ev_per_a": 1.36,
  "total_charge": 0,
  "symbols": ["O", "C", "N", "C", "H", "C", "N", "C", "O", "C", "C", "C", "C", "O", "H", "H", "H", "C", "H", "C", "H", "H", "H", "H", "H", "H", "C", "C", "C", "C", "H", "C", "H", "H", "C", "H", "H", "C", "H", "H", "H", "H", "H", "H", "H", "H"],
  "coordinates": [[-0.0572, 2.4087, -2.2818], [-0.5325, 2.4190, -1.1612], [-1.6507, 1.7014, -0.8713], [-2.2205, 1.4993, 0.4490], [-1.4224, 1.4292, 1.1914], [-3.0094, 0.1842, 0.4741], [-2.2600, -0.8496, -0.2043], [-1.6798, -1.8222, 0.5465], [-1.8010, -1.8479, 1.7632], [-0.9125, -2.8807, -0.1252], [-0.1298, -3.8248, 0.4942], [0.3774, -4.6532, -0.5264], [-0.1364, -4.1647, -1.6903], [-0.9129, -3.0987, -1.4623], [-0.0261, -4.4788, -2.7099], [1.0291, -5.4946, -0.4123], [0.0451, -3.8974, 1.5473], [-2.0078, -0.5973, -1.6105], [-2.6618, -1.2152, -2.2374], [-2.2392, 0.8869, -1.9135], [-1.7485, 1.1522, -2.8514], [-3.3059, 1.1153, -1.9948], [-0.9704, -0.8446, -1.8461], [-3.9855, 0.2965, -0.0060], [-3.1560, -0.1388, 1.5064], [-2.8832, 2.3323, 0.7184], [0.0747, 3.2795, -0.0707], [1.5379, 2.8932, 0.1804], [1.7123, 1.5836, 0.9452], [1.3617, 0.3206, 0.1541], [0.2920, 0.1321, 0.1201], [2.0995, -0.8210, 0.8690], [2.5289, -1.5183, 0.1499], [1.4082, -1.3829, 1.4972], [3.1888, -0.1532, 1.7289], [4.1680, -0.6028, 1.5700], [2.9441, -0.2538, 2.7869], [3.1707, 1.3230, 1.3313], [3.5144, 1.9737, 2.1347], [3.8063, 1.4885, 0.4597], [1.7204, 0.4299, -0.8708], [1.1101, 1.6152, 1.8608], [2.0132, 3.6935, 0.7531], [2.0437, 2.8227, -0.7847], [0.0556, 4.3019, -0.4572], [-0.4926, 3.2584, 0.8565]],
  "nbo_charge": [-0.646, 0.704, -0.450, -0.218, 0.210, -0.239, -0.430, 0.640, -0.630, 0.143, -0.228, -0.318, 0.114, -0.394, 0.206, 0.233, 0.247, -0.219, 0.201, -0.242, 0.264, 0.190, 0.221, 0.194, 0.263, 0.197, -0.500, -0.369, -0.221, -0.420, 0.205, -0.400, 0.205, 0.209, -0.406, 0.207, 0.199, -0.394, 0.208, 0.196, 0.209, 0.189, 0.205, 0.219, 0.240, 0.206]
}

{
  "formula": "C17H24N2O5S",
  "method": "the ωB97M-V functional and the def2-TZVPD basis",
  "homo_lumo_gap_ev": 8.79,
  "multiplicity": 1,
  "lumo_energy_ha": 0.025,
  "max_force_ev_per_a": 0.98,
  "total_charge": 0,
  "symbols": ["C", "H", "H", "H", "O", "C", "C", "C", "C", "C", "C", "H", "H", "O", "C", "H", "H", "H", "S", "O", "O", "N", "C", "C", "H", "H", "C", "C", "O", "N", "C", "C", "C", "H", "H", "H", "H", "H", "H", "C", "C", "H", "H", "H", "H", "H", "H", "H", "H"],
  "coordinates": [[-5.0879, -1.8716, 2.4554], [-5.6866, -2.6408, 2.9408], [-5.6762, -0.9538, 2.3655], [-4.1955, -1.6715, 3.0561], [-4.7520, -2.3954, 1.1910], [-4.0158, -1.6187, 0.3521], [-3.5414, -0.3467, 0.6522], [-2.8050, 0.3558, -0.2796], [-2.5087, -0.1714, -1.5317], [-2.9863, -1.4486, -1.8293], [-3.7242, -2.1559, -0.9017], [-4.0918, -3.1425, -1.1353], [-2.7850, -1.9012, -2.7867], [-1.7700, 0.6004, -2.3638], [-1.4865, 0.1203, -3.6578], [-0.9227, 0.9147, -4.1435], [-2.4019, -0.0724, -4.2253], [-0.8769, -0.7886, -3.6221], [-2.2265, 1.9916, 0.2024], [-2.4466, 2.9436, -0.8434], [-2.8109, 2.2610, 1.4882], [-0.5942, 1.8773, 0.4533], [0.2955, 1.9275, -0.6815], [1.6612, 2.4162, -0.2073], [1.5549, 3.4215, 0.2035], [2.3519, 2.4535, -1.0521], [2.2190, 1.4972, 0.8924], [2.6177, 0.1421, 0.3158], [1.8389, -0.6496, -0.1786], [3.9447, -0.1155, 0.3943], [4.5279, -1.3262, -0.0866], [5.6852, -1.9319, 0.6463], [5.8939, -1.2975, -0.7001], [6.0898, -1.9343, -1.5480], [6.4140, -0.3521, -0.7377], [5.7370, -3.0059, 0.7267], [6.0650, -1.4126, 1.5134], [3.7676, -1.9703, -0.5073], [4.5711, 0.5560, 0.8097], [1.1765, 1.3421, 2.0108], [-0.1831, 0.9241, 1.4552], [-0.9383, 0.9409, 2.2419], [-0.1162, -0.0875, 1.0316], [1.5157, 0.6039, 2.7403], [1.0662, 2.3050, 2.5124], [3.1121, 1.9689, 1.3186], [-0.1471, 2.6148, -1.4016], [0.4027, 0.9374, -1.1398], [-3.7312, 0.1463, 1.5909]],
  "nbo_charge": [-0.252, 0.200, 0.180, 0.177, -0.492, 0.279, -0.268, -0.391, 0.373, -0.290, -0.215, 0.227, 0.223, -0.504, -0.253, 0.204, 0.180, 0.179, 2.343, -0.928, -0.955, -0.683, -0.243, -0.386, 0.213, 0.212, -0.291, 0.684, -0.649, -0.601, -0.067, -0.427, -0.428, 0.221, 0.211, 0.222, 0.211, 0.248, 0.393, -0.395, -0.245, 0.230, 0.212, 0.215, 0.215, 0.203, 0.239, 0.210, 0.257]
}